Entry 1:
C17H26N2O4S in the gas phase. Source: the Open Molecules 2025 dataset; level of theory: ωB97M-V/def2-TZVPD.

Summary:
Kohn-Sham gap (eV): 9.37
Total energy (a.u.): -1472.0606
LUMO level (hartree): 0.01605
HOMO (eV): -8.9
SMILES: CCCCCCNS(=O)(=O)c1ccc(NC(=O)[C@@H]2CCCO2)cc1

Structure (ORCA input):
```
! wB97M-V def2-TZVPD RIJCOSX def2/J DEFGRID3
* xyz 0 1
C 4.792 0.811 -2.396
C 3.297 0.525 -2.316
C 2.734 0.647 -0.899
C 3.250 -0.433 0.050
C 2.594 -0.332 1.425
H 2.826 0.639 1.871
H 1.509 -0.394 1.311
C 3.073 -1.442 2.364
N 2.380 -1.484 3.628
S 1.049 -2.470 3.772
O 0.595 -2.319 5.123
O 1.423 -3.762 3.285
C -0.188 -1.781 2.674
C -0.360 -2.311 1.409
C -1.273 -1.742 0.541
C -2.020 -0.638 0.952
C -1.847 -0.122 2.239
C -0.929 -0.694 3.098
H -0.786 -0.323 4.100
H -2.438 0.724 2.559
N -2.951 -0.019 0.125
C -3.276 -0.289 -1.163
O -2.777 -1.137 -1.867
C -4.407 0.625 -1.676
H -5.323 0.023 -1.683
C -4.062 1.180 -3.060
H -4.969 1.375 -3.632
H -3.429 0.487 -3.609
C -3.365 2.488 -2.692
H -2.328 2.295 -2.413
C -4.172 2.930 -1.473
H -5.057 3.504 -1.775
O -4.604 1.742 -0.818
H -3.593 3.525 -0.762
H -3.388 3.225 -3.490
H -3.474 0.756 0.525
H -1.417 -2.141 -0.450
H 0.223 -3.172 1.124
H 2.268 -0.601 4.098
H 2.913 -2.424 1.916
H 4.145 -1.325 2.557
H 3.037 -1.416 -0.376
H 4.331 -0.344 0.164
H 2.983 1.632 -0.497
H 1.644 0.574 -0.948
H 3.098 -0.479 -2.696
H 2.769 1.232 -2.960
H 5.363 0.066 -1.848
H 5.123 0.796 -3.431
H 5.015 1.792 -1.980
*
```

These are the Löwdin partial charges, in e, on atoms 1 to 8: C -0.1150; C -0.2707; C -0.2289; C -0.2161; C -0.1969; H 0.1201; H 0.0930; C -0.2434

Entry 2:
C4H5NS2 in the gas phase in a non-equilibrium geometry. Source: the Open Molecules 2025 dataset; level of theory: ωB97M-V/def2-TZVPD.

Summary:
Kohn-Sham gap (eV): 7.73
Total energy (a.u.): -1006.4888
LUMO level (hartree): -0.00803
HOMO (eV): -7.9
SMILES: Cn1sccc1=S

Structure (ORCA input):
```
! wB97M-V def2-TZVPD RIJCOSX def2/J DEFGRID3
* xyz 0 1
C -0.167 -1.780 -0.120
C 1.188 -1.634 0.043
C -0.772 -0.553 -0.129
C -0.147 1.833 0.035
N 0.178 0.533 -0.241
S -2.393 -0.163 -0.004
S 1.758 -0.055 0.035
H -0.893 -2.516 0.116
H 1.855 -2.470 0.056
H -1.240 2.192 0.029
H 0.356 2.121 0.962
H 0.278 2.491 -0.781
*
```

These are the Löwdin partial charges, in e, on atoms 1 to 8: C -0.1833; C -0.3856; C -0.8462; C -0.2182; N -0.4671; S 0.6118; S 1.0536; H 0.1009

Entry 3:
A molecular structure, C36H91BrINNbO7 in a non-equilibrium geometry. Source: the Open Molecules 2025 dataset; level of theory: ωB97M-V/def2-TZVPD.

Summary:
Kohn-Sham gap (eV): 6.99
Total energy (a.u.): -4936.1390
LUMO level (hartree): 0.07644
HOMO (eV): -4.9

Structure (ORCA input):
```
! wB97M-V def2-TZVPD RIJCOSX def2/J DEFGRID3
* xyz -1 1
N 7.797 -1.187 -2.337
C 7.956 -0.978 -0.888
C 6.670 -1.013 -0.069
C 5.754 -2.184 -0.396
C 4.932 -2.699 0.789
C 4.259 -1.667 1.703
Nb 2.138 -1.416 1.029
Br 2.448 -1.045 -1.514
C 0.028 -0.638 1.063
C -0.783 -1.605 0.214
C -1.848 -1.017 -0.683
I -3.281 0.219 0.324
H 6.869 -0.891 -2.629
H 7.839 -2.174 -2.563
H 8.458 -0.024 -0.724
H 8.638 -1.755 -0.529
H 6.939 -1.037 0.989
H 6.155 -0.059 -0.201
H 5.072 -1.906 -1.200
H 6.346 -3.024 -0.777
H 5.586 -3.322 1.411
H 4.180 -3.391 0.381
H 4.230 -2.041 2.729
H 4.806 -0.725 1.771
H 2.435 0.344 1.565
H 1.759 -1.777 2.731
H 1.706 -3.235 0.834
H 0.046 0.369 0.640
H -0.400 -0.528 2.056
H -1.191 -2.402 0.836
H -0.140 -2.126 -0.515
H -2.462 -1.772 -1.165
H -1.418 -0.355 -1.428
C -0.046 2.247 -1.661
C 0.016 3.668 -1.136
O 1.320 4.233 -1.093
C 2.041 4.212 -2.310
C 1.349 4.958 -3.439
H 0.600 1.582 -1.090
H -1.075 1.894 -1.573
H 0.239 2.179 -2.713
H -0.319 3.701 -0.099
H -0.658 4.310 -1.720
H 2.271 3.185 -2.615
H 2.988 4.695 -2.064
H 0.415 4.477 -3.733
H 1.994 4.996 -4.318
H 1.129 5.978 -3.122
C -5.535 3.719 -1.480
C -5.887 3.326 -0.057
O -7.166 3.771 0.380
C -8.266 3.260 -0.350
C -8.391 1.745 -0.318
H -5.592 4.800 -1.609
H -4.515 3.393 -1.690
H -6.186 3.243 -2.214
H -5.189 3.786 0.642
H -5.792 2.242 0.057
H -8.241 3.607 -1.391
H -9.136 3.718 0.123
H -7.558 1.252 -0.819
H -9.308 1.447 -0.830
H -8.435 1.386 0.711
C 4.068 -4.629 4.994
C 4.767 -5.188 3.764
O 6.098 -4.723 3.589
C 6.997 -5.004 4.640
C 7.196 -6.487 4.916
H 4.069 -3.539 4.960
H 3.030 -4.965 5.005
H 4.537 -4.956 5.924
H 4.242 -4.863 2.866
H 4.744 -6.285 3.777
H 6.697 -4.494 5.564
H 7.937 -4.556 4.314
H 6.285 -6.959 5.285
H 7.967 -6.615 5.678
H 7.514 -7.005 4.010
C -4.360 -6.706 -1.578
C -4.480 -5.237 -1.216
O -3.410 -4.427 -1.667
C -3.212 -4.365 -3.065
C -4.411 -3.844 -3.842
H -3.423 -7.120 -1.204
H -5.191 -7.247 -1.123
H -4.407 -6.870 -2.655
H -4.468 -5.115 -0.132
H -5.440 -4.850 -1.570
H -2.904 -5.341 -3.462
H -2.365 -3.688 -3.185
H -5.267 -4.518 -3.778
H -4.145 -3.745 -4.895
H -4.710 -2.864 -3.468
C 8.351 3.790 1.720
C 7.220 2.886 1.259
O 7.371 1.533 1.642
C 7.382 1.270 3.036
C 6.118 1.724 3.744
H 9.312 3.412 1.368
H 8.204 4.792 1.314
H 8.388 3.877 2.807
H 7.185 2.850 0.169
H 6.258 3.286 1.598
H 8.271 1.709 3.509
H 7.478 0.186 3.100
H 6.006 2.808 3.716
H 6.145 1.424 4.793
H 5.242 1.271 3.278
C -2.436 10.851 -2.519
C -2.571 9.710 -3.514
O -1.339 9.172 -3.956
C -0.509 8.617 -2.945
C -1.141 7.481 -2.164
H -1.817 11.649 -2.931
H -3.424 11.258 -2.299
H -1.999 10.523 -1.575
H -3.050 10.064 -4.428
H -3.212 8.926 -3.094
H -0.166 9.398 -2.256
H 0.366 8.262 -3.490
H -2.002 7.812 -1.581
H -0.412 7.062 -1.469
H -1.465 6.683 -2.835
C -9.926 -5.870 0.294
C -8.459 -6.103 0.613
O -7.568 -5.292 -0.129
C -7.698 -3.889 0.058
C -7.466 -3.425 1.484
H -10.113 -6.003 -0.773
H -10.535 -6.590 0.843
H -10.255 -4.872 0.584
H -8.174 -7.122 0.349
H -8.289 -5.987 1.690
H -8.672 -3.540 -0.302
H -6.937 -3.463 -0.597
H -8.230 -3.794 2.170
H -7.492 -2.335 1.516
H -6.487 -3.749 1.839
*
```

These are the Löwdin partial charges, in e, on atoms 1 to 8: N -0.0175; C -0.2919; C -0.2258; C -0.2530; C -0.3272; C -0.3969; Nb 0.9108; Br -0.0644

Entry 4:
A molecular structure, C27H30MgN8O6 in a non-equilibrium geometry. Source: the Open Molecules 2025 dataset; level of theory: ωB97M-V/def2-TZVPD.

Summary:
Kohn-Sham gap (eV): 6.94
Total energy (a.u.): -2136.3391
LUMO level (hartree): -0.00766
HOMO (eV): -7.2

Structure (ORCA input):
```
! wB97M-V def2-TZVPD RIJCOSX def2/J DEFGRID3
* xyz 0 1
Mg 12.637 8.548 -22.549
N 13.205 11.466 -21.138
O 12.832 10.314 -21.542
O 13.761 11.568 -20.028
O 13.046 12.442 -21.889
N 12.981 7.191 -20.469
O 13.188 6.920 -19.301
O 13.880 7.544 -21.287
O 11.849 7.281 -21.008
N 12.479 4.105 -20.429
C 12.141 3.196 -21.398
C 13.176 2.298 -21.509
C 14.178 2.696 -20.610
C 13.721 3.806 -19.935
H 11.837 4.791 -20.071
H 11.203 3.206 -21.927
H 13.306 1.478 -22.198
H 15.134 2.220 -20.473
H 14.196 4.359 -19.144
N 8.169 10.422 -18.981
C 9.411 10.965 -19.043
C 10.367 9.973 -19.062
C 9.634 8.761 -18.982
C 8.302 9.037 -18.943
H 7.291 10.899 -19.019
H 9.501 12.038 -19.127
H 11.424 10.159 -19.152
H 10.055 7.770 -18.913
H 7.437 8.403 -18.860
N 15.636 10.133 -18.444
C 16.243 8.909 -18.467
C 17.570 9.102 -18.153
C 17.787 10.459 -17.856
C 16.570 11.074 -18.120
H 14.687 10.354 -18.712
H 15.662 8.050 -18.759
H 18.330 8.335 -18.093
H 18.657 10.888 -17.393
H 16.253 12.103 -18.043
N 12.256 6.951 -23.854
C 12.762 5.725 -23.589
C 12.699 4.644 -24.421
C 12.076 4.777 -25.655
C 11.503 5.998 -25.953
C 11.650 7.047 -25.055
H 13.197 5.638 -22.602
H 13.146 3.692 -24.178
H 11.986 3.945 -26.342
H 11.004 6.143 -26.901
H 11.215 7.993 -25.351
N 10.872 9.343 -23.158
C 10.766 10.450 -23.907
C 9.581 10.965 -24.399
C 8.387 10.339 -24.093
C 8.454 9.177 -23.326
C 9.695 8.730 -22.921
H 11.646 11.017 -24.189
H 9.642 11.865 -24.995
H 7.426 10.683 -24.450
H 7.590 8.626 -22.984
H 9.769 7.793 -22.381
N 14.143 9.224 -23.712
C 14.056 9.612 -25.005
C 15.067 10.245 -25.693
C 16.288 10.437 -25.075
C 16.425 10.084 -23.738
C 15.352 9.454 -23.152
H 13.104 9.518 -25.512
H 14.959 10.688 -26.673
H 17.084 10.928 -25.619
H 17.352 10.295 -23.227
H 15.456 9.076 -22.140
*
```

These are the Löwdin partial charges, in e, on atoms 1 to 8: Mg 0.4855; N -0.5228; O -0.1300; O -0.0101; O 0.0091; N -0.5162; O 0.0802; O -0.0723

Entry 5:
C3H3NO in the gas phase in a non-equilibrium geometry. Source: the Open Molecules 2025 dataset; level of theory: ωB97M-V/def2-TZVPD.

Summary:
Kohn-Sham gap (eV): 11.11
Total energy (a.u.): -245.9848
LUMO level (hartree): 0.00935
HOMO (eV): -10.9
SMILES: N#CCC=O

Structure (ORCA input):
```
! wB97M-V def2-TZVPD RIJCOSX def2/J DEFGRID3
* xyz 0 1
C 2.424 0.511 0.068
C 1.018 0.387 0.148
C 0.798 -0.948 -0.404
N 3.542 0.509 -0.253
O 1.340 -1.885 0.165
H 0.901 1.264 -0.319
H 1.427 0.251 1.126
H 0.017 -1.164 -1.189
*
```

Per-atom Löwdin charges, elementary charge units: C -0.3132; C -0.0842; C -0.2302; N 0.1885; O 0.0563; H 0.0994; H 0.1375; H 0.1458

Entry 6:
2 unconnected molecules or ions with the total composition C6H5ClFN3O3 in a non-equilibrium geometry. Source: the Open Molecules 2025 dataset; level of theory: ωB97M-V/def2-TZVPD.

Summary:
Kohn-Sham gap (eV): 8.61
Total energy (a.u.): -1181.5806
LUMO level (hartree): -0.02269
HOMO (eV): -9.2
SMILES: Nc1ncccc1[N+](=O)[O-].O=C(F)Cl

Structure (ORCA input):
```
! wB97M-V def2-TZVPD RIJCOSX def2/J DEFGRID3
* xyz 0 1
C 1.394 -0.927 1.334
C 0.327 -1.544 0.809
C 1.612 0.322 0.687
C -0.567 -0.935 -0.115
C -0.244 0.289 -0.718
C -3.904 1.123 -0.200
N 0.910 0.847 -0.253
N -0.906 1.104 -1.609
N -1.861 -1.558 -0.381
O -2.714 -0.887 -0.948
O -2.062 -2.658 0.088
O -3.820 1.538 -1.292
F -3.081 1.551 0.801
Cl -5.032 0.080 0.438
H 1.894 -1.381 2.095
H -0.151 -2.527 1.175
H 2.295 1.059 0.916
H -1.908 1.156 -1.791
H -0.565 2.053 -1.437
*
```

These are the Löwdin partial charges, in e, on atoms 1 to 8: C -0.0302; C -0.0129; C -0.1228; C -0.0760; C -0.2750; C -0.9835; N 0.1047; N 0.1639